Version w
Density functional theory data (wB97M-V/def2-TZVPD) for one molecule with the formula C22H25FN2O3.

Geometry (Å):
H  4.285  2.483  -0.096
H  5.974  1.730  0.830
H  2.247  2.866  -1.514
F  3.785  -2.126  -0.108
O  -2.054  1.536  0.246
C  -5.309  -0.885  -0.444
H  3.064  1.324  -1.906
H  -5.000  -2.328  1.855
H  -5.901  -1.802  -0.450
C  2.503  1.873  -1.142
C  5.996  0.691  0.538
H  -6.464  0.326  2.579
H  1.979  -0.780  -1.057
C  -4.447  -1.392  1.856
H  2.802  2.570  0.880
O  -3.861  -2.070  -1.948
C  4.780  0.001  0.411
C  4.894  -1.353  0.071
C  -4.352  0.960  0.968
C  3.348  1.980  0.136
C  -1.131  1.063  -0.644
N  3.595  0.661  0.681
C  -1.007  -0.795  -2.426
C  -6.548  -0.078  1.573
H  -0.163  -0.262  -2.855
H  -4.962  1.762  0.539
C  -3.996  -1.160  -1.161
C  7.284  -1.262  -0.001
C  -3.140  0.774  0.137
H  -4.076  1.266  1.979
H  -1.744  -1.001  -3.199
O  0.056  3.066  -1.021
H  0.523  -0.602  -0.054
H  8.235  -1.745  -0.159
N  1.269  1.165  -0.878
H  -5.841  -0.145  -1.051
H  8.120  0.658  0.441
H  2.541  -1.007  1.373
H  -3.445  -1.590  1.481
C  6.109  -1.978  -0.123
C  1.477  -0.150  -0.317
C  0.106  1.863  -0.837
H  6.110  -3.025  -0.386
C  2.353  -0.026  0.943
H  1.805  0.572  1.683
C  -1.639  -0.003  -1.342
C  7.214  0.081  0.330
H  -4.368  -1.043  2.884
C  -5.161  -0.352  0.990
C  -2.960  -0.194  -0.824
H  -7.129  -0.996  1.621
H  -0.665  -1.757  -2.044
H  -7.092  0.639  0.960

Results
SMILES: Cc1c(C(=O)N2CCN(c3ccccc3F)CC2)oc2c1C(=O)CC(C)(C)C2
orbital gap: 8.481 eV
E_LUMO: 0.022 Ha

=====

Version x
Density functional theory data (wB97M-V/def2-TZVPD) for one molecule with the formula C22H25FN2O3.

Geometry (Å):
H  5.032  0.555  1.954
C  -2.983  -0.398  1.534
C  -4.361  -0.480  1.518
C  3.062  -3.002  -0.031
C  -4.345  -0.330  -0.888
N  -0.163  0.858  -0.083
C  -0.780  -0.258  0.364
H  4.999  1.932  0.065
H  -2.416  -0.151  -1.793
C  3.020  -1.904  0.811
H  -4.926  -0.578  2.432
H  4.185  -4.060  -1.520
C  4.150  -3.204  -0.864
H  1.521  0.857  2.017
H  -8.759  -0.676  -1.985
H  1.458  1.199  -2.265
H  3.684  3.116  0.073
O  -0.170  -1.243  0.746
H  1.581  2.668  -1.282
C  3.915  2.044  0.022
H  1.571  2.467  1.276
H  -0.922  2.279  -1.434
H  -2.441  -0.442  2.467
N  3.339  1.428  1.197
H  6.071  -2.441  -1.475
H  1.583  -0.199  -0.221
H  -8.943  0.215  -0.442
C  1.856  1.613  -1.336
H  -8.825  -1.555  -0.425
C  4.007  0.251  1.719
C  1.898  1.425  1.164
O  -7.186  -0.595  1.351
C  5.137  -1.214  -0.005
H  -1.872  2.044  0.044
C  -8.489  -0.648  -0.932
H  3.814  2.061  -2.132
H  2.237  -3.697  -0.033
C  -5.050  -0.444  0.308
C  3.378  1.496  -1.307
F  6.183  -0.350  -0.002
C  -0.862  2.090  -0.359
C  1.294  0.853  -0.137
H  -4.881  -0.315  -1.823
H  2.163  -1.765  1.452
C  5.203  -2.307  -0.848
C  -2.279  -0.259  0.343
C  -6.530  -0.538  0.340
C  4.053  -0.974  0.832
C  -2.967  -0.235  -0.867
H  3.664  0.450  -1.425
O  -7.074  -0.554  -0.887
H  3.507  -0.011  2.655
H  -0.342  2.924  0.114

Results
SMILES: COC(=O)c1ccc(C(=O)N(C)[C@H]2CCCN(Cc3ccccc3F)C2)cc1
orbital gap: 8.354 eV
E_LUMO: 0.011 Ha

=====

Energies relative to the minimum, kcal/mol: version w 7.8; version x 0.0

=====

Version w
Density functional theory data (wB97M-V/def2-TZVPD) for one molecule with the formula C6H7N3.

Geometry (Å):
H  -1.711  -1.651  -1.770
H  0.012  1.355  2.774
H  -1.513  -0.010  2.643
H  2.157  -0.437  -2.794
N  2.146  -0.059  -1.743
H  -1.072  -1.986  0.623
C  1.111  0.551  -1.208
N  -1.164  0.405  -1.887
H  1.199  1.980  0.539
C  0.788  1.019  0.122
C  -0.052  0.124  0.852
N  -0.049  1.022  -1.907
C  -0.363  0.340  2.272
H  0.167  -0.641  2.595
C  -0.669  -1.021  0.108
C  -0.986  -0.991  -1.221

Results
SMILES: [H]/N=c1/cc(C)ccnn1
orbital gap: 9.124 eV
E_LUMO: 0.005 Ha

=====

Version x
Density functional theory data (wB97M-V/def2-TZVPD) for one molecule with the formula C6H7N3.

Geometry (Å):
H  -1.347  -2.801  0.075
H  -2.841  -2.179  0.784
C  -2.012  -1.939  0.120
C  0.894  1.370  -1.076
C  -1.280  -0.818  0.656
C  1.667  0.667  0.021
H  0.136  0.791  -1.588
H  -2.400  -1.732  -0.881
N  -0.584  1.434  0.989
H  1.426  2.053  -1.722
C  0.628  1.743  0.352
N  1.534  -1.855  0.428
H  2.705  0.967  0.155
C  1.522  -0.720  0.258
N  -1.070  0.337  0.712
H  1.023  2.683  0.716

Results
orbital gap: 8.656 eV
E_LUMO: 0.029 Ha

=====

Version y
Density functional theory data (wB97M-V/def2-TZVPD) for one molecule with the formula C6H7N3.

Geometry (Å):
N  2.927  1.912  0.635
H  0.847  -0.708  -1.436
H  0.063  1.528  -1.149
H  0.197  1.446  1.720
C  0.640  0.766  0.984
C  0.132  -1.171  2.601
C  -0.193  0.896  -0.333
H  -0.709  -0.829  -1.621
C  1.947  1.336  0.814
H  1.744  -1.322  0.987
C  -0.018  -0.540  -0.949
C  0.663  -0.929  1.272
N  -0.170  -1.237  3.703
H  -1.360  0.983  -0.168
H  -1.215  -1.358  0.632
N  -0.292  -1.374  0.248

Results
SMILES: N#C[C@H]1CCN[C@@H]1C#N
orbital gap: 10.464 eV
E_LUMO: 0.020 Ha

=====

Version z
Density functional theory data (wB97M-V/def2-TZVPD) for one molecule with the formula C6H7N3.

Geometry (Å):
N  -0.204  -1.309  0.722
C  0.279  0.840  -0.271
C  -0.651  1.298  0.829
H  0.671  1.560  -1.214
H  3.517  -0.179  -0.049
H  -4.561  -0.387  -1.021
N  1.446  0.085  0.140
C  -2.405  -0.480  -0.243
C  1.056  -1.062  0.589
H  1.667  -2.109  0.707
H  -1.292  2.052  0.374
C  -3.581  -0.544  -0.467
N  2.612  -0.147  -0.789
H  -0.190  1.334  1.956
C  -0.945  0.075  0.079
H  2.580  -1.027  -1.340

Results
SMILES: C#C[C@]12C[C@H]1N(N)C=N2
orbital gap: 10.028 eV
E_LUMO: 0.029 Ha

=====

Energies relative to the minimum, kcal/mol: version w 71.1; version x 42.5; version y 0.0; version z 128.5

=====

Version w
Density functional theory data (wB97M-V/def2-TZVPD) for a 2-piece molecular cluster, C4H11N2O2 overall.

Geometry (Å):
H  2.164  0.504  -0.032
H  0.729  1.518  -1.546
C  -2.240  -2.354  0.564
C  1.339  1.076  0.387
H  0.902  0.510  1.209
H  -0.312  0.441  -0.782
O  -1.235  -0.847  -0.982
H  0.564  -2.446  -1.238
H  -2.323  -3.434  0.636
H  2.630  2.470  1.611
H  -3.161  -1.906  0.220
H  -2.024  -1.952  1.553
C  -1.146  -1.904  -0.353
H  -0.258  2.119  -0.395
N  0.298  1.299  -0.651
C  1.797  2.428  0.891
N  -0.037  -2.658  -0.449
O  1.187  3.408  0.575
H  -0.042  -3.601  -0.093

Results
total charge: +1
orbital gap: 11.281 eV
E_LUMO: -0.116 Ha

=====

Version x
Density functional theory data (wB97M-V/def2-TZVPD) for a 3-piece molecular cluster, C4H11N2O2 overall.

Geometry (Å):
H  0.794  -1.960  -0.771
H  0.831  1.644  0.511
N  -1.195  0.000  0.539
O  1.657  2.109  0.680
H  -1.198  -0.522  1.401
O  2.175  -0.630  1.675
C  -0.308  -1.968  -0.635
H  -0.503  0.474  -2.647
H  2.249  1.443  1.048
H  -1.538  2.376  -1.421
C  -0.756  -0.587  -0.668
H  -0.444  -2.536  -1.577
C  -1.610  1.266  0.271
H  3.014  -1.013  1.346
N  -1.266  1.512  -0.963
C  -0.825  0.374  -1.634
H  1.604  -1.389  1.764
H  -0.696  -2.611  0.136
H  -1.987  2.019  0.944

Results
total charge: +1
orbital gap: 10.734 eV
E_LUMO: -0.128 Ha

=====

Energies relative to the minimum, kcal/mol: version w 0.0; version x 16.6

=====

Version w
Density functional theory data (wB97M-V/def2-TZVPD) for a 2-piece molecular cluster, C5H15N3 overall.

Geometry (Å):
H  0.710  3.075  -1.829
H  2.226  1.113  2.473
H  -1.283  -0.618  -1.517
H  0.321  3.010  1.553
H  -2.291  -1.804  0.458
C  -0.984  -1.665  -1.295
C  1.406  2.310  -0.065
H  0.103  -1.744  -1.481
H  2.233  1.775  -0.544
C  -1.230  -1.997  0.163
H  -1.559  -2.344  -3.157
H  0.755  -1.425  0.626
N  0.332  2.609  -0.975
C  1.266  2.479  1.280
H  -0.378  -0.133  0.995
H  2.113  2.674  3.132
N  -1.603  -2.639  -2.167
H  -0.347  -1.534  2.097
H  -1.033  -3.068  0.251
C  -0.239  -1.240  1.001
H  -0.071  1.742  -1.363
H  -2.605  -2.679  -1.942
N  2.158  2.104  2.305

Results
SMILES: N/C=C/N.CCCN
orbital gap: 9.448 eV
E_LUMO: 0.037 Ha

=====

Version x
Density functional theory data (wB97M-V/def2-TZVPD) for a 2-piece molecular cluster, C5H15N3 overall.

Geometry (Å):
C  -0.753  -0.693  -0.550
H  2.470  3.185  1.812
H  -0.150  -0.663  -3.294
H  2.348  -1.759  1.864
N  1.721  -1.131  1.385
H  0.954  2.955  2.336
H  -1.099  -2.007  -2.876
H  -1.818  -0.671  -3.869
H  0.812  -1.583  1.381
H  -1.211  -0.339  0.371
C  1.649  0.132  2.062
H  -3.420  -1.279  -2.163
C  -1.178  -0.925  -3.025
H  2.016  1.373  0.427
N  1.861  2.516  2.260
N  -3.063  -0.614  -1.490
H  -3.189  -1.053  -0.584
H  1.484  0.029  3.134
C  -1.651  -0.283  -1.729
C  1.829  1.318  1.497
H  0.200  -0.188  -0.695
H  -0.601  -1.773  -0.542
H  -1.570  0.802  -1.815

Results
SMILES: N/C=C/N.CC(C)N
orbital gap: 9.849 eV
E_LUMO: 0.037 Ha

=====

Energies relative to the minimum, kcal/mol: version w 5.0; version x 0.0